Record 1
Density functional theory data (the ωB97M-V functional and the def2-TZVPD basis) for a molecular structure, C34H42FN7O5RuS at a distorted geometry.

```
91
C34H42FN7O5RuS the ωB97M-V functional and the def2-TZVPD basis
Ru -1.077 -0.517 -3.253
F -0.924 -1.123 4.014
C -0.288 -0.088 3.460
C -0.550 -0.061 1.995
C 0.167 0.865 0.984
C -0.514 0.322 -0.397
O 0.652 -0.586 -2.219
C 0.491 1.745 -2.169
C 1.200 3.372 -0.503
N 1.238 3.324 0.825
C 1.189 4.398 1.776
C 0.027 4.453 2.749
C 0.150 5.459 1.635
C 1.331 1.931 1.167
C 2.063 1.507 2.415
C 0.445 0.677 4.274
N 0.605 0.678 5.644
C -0.465 0.167 6.530
C 0.050 0.008 7.956
N 0.818 1.220 8.381
C 1.994 1.509 7.469
C 1.949 0.616 6.231
C 0.997 1.463 -3.722
O 2.043 1.911 -4.065
O 0.071 0.829 -4.334
H -1.636 -0.108 1.882
H 0.961 4.289 -1.029
H 2.166 4.701 2.138
H 0.221 4.801 3.756
H -0.797 3.748 2.649
H 0.425 6.476 1.872
H -0.555 5.375 0.819
H 2.974 2.072 2.604
H -0.841 -0.806 6.224
H -1.306 0.866 6.499
H 0.706 -0.853 8.055
H -0.792 -0.146 8.629
H 1.140 1.104 9.345
H 0.185 2.022 8.396
H 2.924 1.351 8.011
H 1.942 2.556 7.180
H 2.221 -0.414 6.479
H 2.697 0.979 5.529
O -2.160 -5.469 1.299
C -2.890 -5.448 0.100
C -2.612 -4.171 -0.622
C -3.284 -3.843 -1.802
C -2.956 -2.679 -2.453
N -2.032 -1.800 -2.009
C -1.454 -2.045 -0.781
C -1.701 -3.256 -0.126
C -0.668 -1.049 -0.121
C 0.177 -1.184 1.107
C 1.343 -0.100 0.854
C 2.280 0.039 2.072
O 1.226 1.752 3.662
C 1.988 1.153 -0.028
C 1.367 2.110 -1.071
N -0.077 0.483 -1.721
H -2.335 -6.288 1.772
H -3.971 -5.530 0.271
H -2.621 -6.283 -0.560
H -4.039 -4.495 -2.221
H -3.450 -2.431 -3.379
H -1.204 -3.477 0.808
H 0.417 -2.164 1.510
H 3.322 -0.123 1.790
H 2.071 -0.659 2.876
H 0.691 2.569 3.508
H 3.074 1.109 -0.149
H -0.282 2.500 -2.326
C -1.590 1.160 -7.185
N -0.652 0.047 -7.043
C 0.686 0.328 -7.557
C -0.924 -1.038 -6.336
S -2.294 -0.973 -5.188
N -0.257 -2.173 -6.513
C -0.303 -3.270 -5.551
C 0.402 -2.508 -7.780
H -1.423 1.624 -8.155
H -1.418 1.910 -6.410
H -2.618 0.824 -7.137
H 0.985 1.312 -7.194
H 0.695 0.364 -8.648
H 1.410 -0.401 -7.208
H -0.205 -2.900 -4.530
H 0.537 -3.934 -5.746
H -1.228 -3.843 -5.639
H 0.151 -1.792 -8.556
H 0.045 -3.487 -8.100
H 1.485 -2.562 -7.664
```

Output
**Multiplicity**: 5
**Expectation value of S²**: 6.085
**LUMO (spin up / spin down)**: -10.2525 / -12.4006 eV
**Net charge**: +4



Record 2
Density functional theory data (the ωB97M-V functional and the def2-TZVPD basis) for 8 unconnected molecules or ions with the total composition C34H42N7O14 at a distorted geometry.

```
97
C34H42N7O14 the ωB97M-V functional and the def2-TZVPD basis
C 0.362 -0.371 -0.409
O -0.153 -0.863 0.607
O 1.381 -1.068 -0.872
O 0.201 0.666 -0.963
H 1.309 -1.961 -0.696
C 1.333 -2.546 3.110
C 2.653 -2.596 2.344
C 3.599 -3.873 2.661
C 3.001 -5.092 3.474
C 1.627 -4.854 4.174
C 0.782 -3.504 3.998
N 3.656 -6.329 3.509
O 3.023 -7.303 4.023
O 4.720 -6.304 3.058
H 0.702 -1.688 3.046
H 2.956 -1.867 1.739
H 4.538 -4.124 2.003
H 1.281 -5.715 4.893
H 0.009 -3.263 4.626
C 3.798 2.401 -3.820
C 3.470 1.337 -2.854
C 4.482 0.364 -2.314
C 6.024 0.727 -2.508
C 6.309 1.815 -3.435
C 5.185 2.644 -4.134
N 7.055 -0.081 -1.990
O 8.312 0.187 -2.210
O 6.793 -1.254 -1.852
H 3.112 3.018 -4.122
H 2.556 1.297 -2.516
H 4.342 -0.410 -1.741
H 7.344 2.010 -3.722
H 5.157 3.490 -4.725
C 0.775 1.166 3.540
C 0.584 0.460 4.740
C 1.520 0.784 5.959
C 2.533 1.979 5.870
C 2.737 2.607 4.415
C 1.672 2.289 3.339
N 3.549 2.354 6.896
O 3.419 1.842 8.035
O 4.455 3.091 6.553
H 0.229 0.759 2.618
H -0.321 -0.349 4.892
H 1.165 0.078 6.829
H 3.673 3.291 4.226
H 1.693 2.896 2.474
C -4.768 -0.751 -0.650
C -6.027 -1.166 0.119
C -5.844 -1.885 1.445
C -4.616 -1.535 2.312
C -3.455 -0.878 1.632
C -3.500 -0.584 0.073
N -4.660 -1.908 3.760
O -5.725 -2.618 4.179
O -3.775 -1.468 4.519
H -4.797 -0.446 -1.534
H -7.064 -1.284 -0.288
H -6.762 -2.341 1.837
H -2.414 -0.727 2.153
H -2.543 -0.261 -0.527
C -2.598 5.522 -0.504
O -3.588 6.160 -0.114
N -2.181 4.449 0.238
C -0.946 3.665 -0.002
C -2.862 4.015 1.585
H -2.118 5.710 -1.369
H -1.121 2.587 0.366
H -0.190 4.323 0.468
H -0.757 3.710 -1.089
H -3.495 3.328 1.297
H -3.576 4.808 1.798
H -2.306 3.755 2.346
C -1.706 -1.857 -4.734
O -2.380 -2.054 -5.761
N -1.890 -2.816 -3.745
C -1.263 -2.623 -2.502
C -2.679 -4.046 -3.937
H -1.004 -1.075 -4.752
H -2.070 -2.782 -1.631
H -0.842 -1.765 -2.280
H -0.293 -3.305 -2.565
H -3.658 -3.979 -4.469
H -3.093 -4.518 -3.040
H -2.112 -4.691 -4.561
C -0.503 1.466 -4.523
O -0.079 1.025 -5.622
N -1.748 1.872 -4.427
C -2.417 2.247 -3.196
C -2.694 2.060 -5.555
H 0.072 1.305 -3.699
H -2.743 3.288 -2.838
H -1.730 1.945 -2.524
H -3.178 1.672 -2.902
H -3.723 2.049 -5.083
H -2.606 1.392 -6.227
H -2.567 2.908 -6.243
```

Output
**LUMO**: 0.3167 eV
**Net charge**: -1